The following is a quantum chemistry calculation of C40H52Cl2NO8P2S4Zr as an isolated structure, from the OMol25 dataset.

```
! wB97M-V def2-TZVPD RIJCOSX def2/J DEFGRID3
* xyz 1 1
C -2.4026 -3.1257 -3.1714
C 2.5656 -2.2209 3.6143
H -0.1913 -4.1297 3.1347
C -0.7373 2.7397 -2.0406
O 1.6176 3.4057 -1.8545
C -5.6334 1.9258 2.8276
C -4.5117 1.7052 2.0257
H -6.1246 1.2710 -0.9453
H -3.4172 -2.9393 -3.5202
C -1.1585 2.5913 -0.7697
H 4.2661 -2.7727 4.7943
H 3.0929 2.6626 -4.6570
O -0.6170 -2.0151 1.8565
H 2.7641 2.6564 4.2945
C 0.3942 0.2704 4.8845
C -6.0048 1.4604 0.1137
H -5.4847 2.0929 3.8868
H -1.5122 -2.2537 -4.9390
H 2.0270 4.6755 -4.2072
H 2.8147 -2.0092 -1.9434
H 1.0578 6.1011 -3.8536
H -3.0224 -4.2613 -1.4543
C 0.6392 2.4374 -2.4714
H -2.7102 3.2763 0.5342
H -8.1012 1.6537 0.5122
C 0.9863 -0.3145 6.0085
H 2.3325 6.7159 -1.8960
C -0.2012 -0.2118 -2.9490
C 1.2571 -2.8857 -0.7424
C 1.0656 1.3359 4.2852
C 2.5649 -2.9700 -1.4952
C 0.9298 2.5656 0.3958
O 0.2127 -2.5539 -1.7351
H 1.2918 -2.0652 -0.0322
H 3.4262 5.3401 -2.0785
H 0.4837 -1.1460 6.4859
C -4.7274 1.4793 0.6654
H -1.0115 0.4641 -3.2215
C 0.8565 -4.1857 -0.0857
H 2.5567 5.6106 -0.5470
C 0.5257 -1.6964 2.3079
C 3.3603 1.6981 -5.0924
H 2.8303 3.3124 -0.1644
C 2.2773 1.8125 4.7668
O 1.5669 0.2041 -0.8901
Cl -3.6386 -1.5658 1.5079
S 0.2150 2.1080 2.9324
H 3.3628 1.7947 -6.1779
H -1.7928 -3.9883 -5.0233
H -2.6455 -2.2707 3.5273
C 2.3937 0.6159 -4.6644
N -0.3914 2.1974 0.3098
C 1.5230 -4.7078 4.3048
C -2.3758 -4.3805 -2.3232
H 3.3618 -3.2394 -0.8015
H -3.1050 3.4018 -1.2149
C -2.5981 2.8203 -0.4484
C 1.1537 5.0328 -3.6589
C -7.1035 1.6741 0.9287
C 2.7524 -0.7487 -5.2181
C 1.8011 3.1653 -0.4380
S -1.1543 -0.2658 4.2722
H 3.3476 -4.9831 5.3986
H 2.0383 -1.5062 -4.8921
O 0.9561 -0.5322 2.0385
C 2.8541 1.2059 5.8713
H 1.3739 0.8793 -4.9692
H 0.0980 -0.7818 -3.8294
O -1.1479 -0.7378 -0.4322
H 3.7416 -1.0390 -4.8632
H -0.1096 -4.0845 0.4073
H 1.5987 -4.4556 0.6666
H 0.8128 -4.9865 -0.8265
O 2.4441 0.5321 -3.2151
Zr -1.0821 0.2341 1.5749
C 0.7911 -3.8552 3.4955
H 4.3665 1.4416 -4.7606
C 3.2969 -3.0764 4.4216
H 2.1043 1.3182 1.6935
C -1.4703 -3.1814 -4.3656
C 1.5655 2.2636 1.7363
H 3.8000 1.5665 6.2522
C 2.7766 -4.3179 4.7638
S -3.3294 1.1569 -0.3532
C -6.9066 1.9093 2.2854
H -7.7596 2.0728 2.9314
C 1.3165 -2.6146 3.1468
H 0.4051 5.0798 -1.6304
O -2.1496 -1.9566 -2.3284
H -2.7350 -5.2262 -2.9095
H -1.3623 -4.5953 -1.9879
H 2.5074 -3.7369 -2.2702
H 2.2388 3.0603 2.0423
H 0.2524 4.5590 -4.0417
P 1.2119 0.6796 -2.2319
H 1.1174 -5.6710 4.5840
C 2.4887 5.6710 -1.6295
C -3.6595 -2.3023 3.1425
H 0.7459 2.5885 -3.5446
S -2.9155 1.7340 2.7574
C 1.3287 4.8719 -2.1691
H -4.0227 -3.3159 3.0246
H -1.4224 3.1302 -2.7828
H 2.9395 -1.2376 3.3582
H 2.6403 -0.3248 7.3587
H -0.4437 -3.3826 -4.0568
Cl -4.7332 -1.4357 4.2292
C 2.1983 0.1476 6.4908
P -0.8238 -1.3934 -1.7260
H 2.7632 -0.7221 -6.3072
*
```

Output
HOMO energy (eV): -8.86
Kohn-Sham gap (eV): 6.8